Entry 1:
The following is a DFT calculation (the ωB97M-V functional and the def2-TZVPD basis) of a molecular structure, C23H20Cl2N4O6Ti.

The calculation puts the gap between HOMO and LUMO (spin up / spin down) at 7.539 / 7.444 eV. For the LUMO energy (spin up / spin down), the calculation gives -3.12 / -3.23 eV. The spin multiplicity is 2. For the HOMO energy (spin up / spin down), the calculation gives -0.3918 / -0.3923 hartree. The value obtained for the energy is -90582.024 eV. Its charge is +1.

The geometry in XYZ format:
```
56
Properties=species:S:1:pos:R:3:forces:R:3:mulliken_spin:R:1
Ti -0.693344 -0.217583 -0.442400 0.0 0.0 -0.4 0.962
Cl -5.088050 -2.310734 0.229369 0.0 0.0 0.0 0.000
C -3.906341 -1.938430 1.424543 0.0 0.1 -0.1 0.000
C -4.150167 -2.295000 2.766569 0.0 0.0 0.0 -0.002
C -3.242769 -2.012372 3.744056 0.0 0.0 0.0 0.001
Cl -3.578147 -2.442577 5.383739 0.0 0.0 0.0 0.000
C -2.018823 -1.371831 3.421149 0.0 0.0 0.0 -0.004
C -1.008572 -1.041146 4.343940 0.0 0.0 0.0 0.018
C 0.142456 -0.435658 3.910738 0.0 0.0 0.0 -0.008
C 0.303266 -0.174323 2.546689 0.0 0.0 -0.1 0.038
N -0.619025 -0.474658 1.653025 -0.1 0.0 0.3 -0.017
C -1.792995 -1.043249 2.070316 0.0 0.0 0.1 0.013
C -2.757284 -1.281174 1.050425 -0.1 -0.2 0.1 -0.008
O -2.478843 -0.888477 -0.184450 0.1 -0.1 0.1 0.003
H -5.077907 -2.792221 3.012444 0.0 0.0 0.0 0.000
H -1.155157 -1.268035 5.391121 0.0 0.0 0.0 0.001
H 0.928205 -0.165061 4.600532 0.0 0.0 0.0 0.000
H 1.211729 0.281756 2.170169 0.0 0.0 0.0 -0.002
C 3.386019 3.451381 -2.208757 0.0 0.0 0.0 0.000
C 2.051239 3.800513 -1.666051 0.0 0.0 0.0 0.000
N 1.095613 2.950257 -1.305660 0.0 -0.2 0.0 0.000
C -0.010452 3.650418 -0.867880 -0.1 0.0 -0.1 0.002
C 0.292137 4.971684 -0.980307 0.0 -0.1 0.1 0.001
N 1.575412 5.029108 -1.469411 0.0 0.0 0.0 0.000
C -0.393070 6.277730 -0.708931 0.0 0.0 -0.1 0.000
O -1.631387 6.236565 -0.298566 -0.1 -0.1 -0.1 0.000
O 0.244906 7.281637 -0.900542 0.0 0.0 0.0 0.000
C -1.253469 2.971003 -0.383524 0.0 0.0 0.0 0.013
O -2.197287 3.667980 -0.040542 0.0 0.1 -0.1 0.019
O -1.201240 1.699965 -0.377965 0.1 0.2 0.0 -0.020
H 3.601143 2.402255 -2.020914 0.0 0.0 0.0 0.000
H 4.160067 4.056998 -1.740043 0.0 0.0 0.0 0.000
H 3.415687 3.626750 -3.284605 0.0 0.0 0.0 0.000
H 2.038287 5.915153 -1.635968 0.0 0.0 0.0 0.000
H -1.973765 5.297503 -0.235330 0.1 0.0 0.2 -0.001
O 1.044474 0.175068 -1.108492 0.1 0.2 -0.3 0.007
C 2.003636 -0.528821 -1.875937 0.0 0.0 0.1 0.002
C 2.839299 -1.465445 -1.014104 0.0 0.0 0.0 -0.001
C 1.987594 -2.294016 -0.048002 0.0 0.0 0.0 0.020
C 0.888313 -3.048074 -0.739411 0.0 0.0 0.0 -0.003
C 1.054951 -4.382136 -1.083715 0.0 0.0 0.0 0.000
C 0.045184 -5.053484 -1.749892 0.0 0.0 0.0 0.004
C -1.119818 -4.370769 -2.056658 0.0 0.0 0.0 -0.006
C -1.226604 -3.049114 -1.674636 0.0 0.0 0.0 0.007
N -0.249144 -2.388803 -1.033250 0.0 0.0 0.2 -0.029
H 1.140315 1.902569 -1.339448 0.0 0.1 0.2 0.000
H 2.658054 0.186518 -2.385394 0.0 0.0 0.0 0.000
H 1.496605 -1.099586 -2.659348 0.0 0.0 0.0 0.001
H 3.579750 -0.905842 -0.437915 0.0 0.0 0.0 0.000
H 3.394080 -2.132380 -1.679280 0.0 0.0 0.0 0.000
H 1.551118 -1.643871 0.710137 0.0 0.0 0.0 -0.008
H 2.631161 -2.999065 0.478296 0.0 0.0 0.0 0.001
H 1.975240 -4.884888 -0.819152 0.0 0.0 0.0 0.000
H 0.163490 -6.094681 -2.018832 0.0 0.0 0.0 0.000
H -1.941370 -4.847937 -2.570594 0.0 0.0 0.0 0.000
H -2.134391 -2.491377 -1.861332 0.0 0.0 0.0 -0.003
```
Positions in Å, forces in eV/Å.

Entry 2:
The following is a DFT calculation (the ωB97M-V functional and the def2-TZVPD basis) of a molecular structure, C7H12N2S in a non-equilibrium geometry.

The calculation puts the gap between HOMO and LUMO (spin up / spin down) at 6.033 / 7.453 eV. For the LUMO energy (spin up / spin down), the calculation gives -0.14 / 0.57 eV. For the HOMO energy (spin up / spin down), the calculation gives -0.2270 / -0.2529 hartree. The value obtained for the energy is -21262.254 eV.

The geometry in XYZ format:
```
22
Properties=species:S:1:pos:R:3:forces:R:3:nbo_charge:R:1
C 0.710711 1.600556 -0.270515 0.6 0.0 1.4 0.193
C -1.315388 -1.063158 -0.374597 -4.8 -1.1 1.0 -0.450
C -0.950708 -1.043469 1.110480 -0.1 1.5 -2.7 -0.432
C -2.039707 -0.150859 0.665054 0.4 -0.1 -0.9 -0.345
C 3.783401 -0.265636 0.767232 -3.2 1.4 0.6 -0.395
C -2.991764 2.231452 -0.571048 1.1 -0.1 0.8 -0.729
C 1.740713 0.737252 -0.301918 0.4 -0.1 -0.8 -0.182
N -0.122552 2.393564 -0.040439 -0.2 1.6 -0.5 -0.441
N 2.344472 0.148906 0.820615 -0.9 -0.2 -0.5 -0.584
S -2.009465 1.520347 0.821772 -1.5 -0.5 0.7 0.595
H -0.881862 -0.604069 -1.212247 1.2 0.5 -0.6 0.215
H -2.139108 -1.839479 -0.670556 2.0 1.0 0.4 0.209
H -1.109537 -1.955522 1.541720 -0.5 -2.0 1.6 0.217
H -0.004269 -0.613229 1.200797 1.4 0.5 0.9 0.210
H 4.138460 0.526978 0.178551 2.0 0.8 -0.4 0.198
H 4.046450 -0.321786 1.803566 0.9 0.0 0.2 0.209
H 3.850581 -1.182302 0.267867 0.3 -1.4 -0.6 0.197
H -3.480465 3.178161 -0.292721 0.3 -0.5 0.1 0.235
H -3.672268 1.498195 -0.920165 -0.8 -0.6 -0.1 0.231
H -2.230335 2.373398 -1.309375 0.2 0.5 -0.7 0.230
H 1.989364 0.604500 -1.361218 0.8 -1.0 0.7 0.226
H 2.006454 0.519013 1.709675 0.3 -0.1 -0.6 0.391
```
Positions in Å, forces in eV/Å.

Entry 3:
The following is a DFT calculation (the ωB97M-V functional and the def2-TZVPD basis) of 3 unconnected molecules or ions with the total composition C4H12O2 in a non-equilibrium geometry.

The calculation puts the gap between HOMO and LUMO at 10.225 eV. For the LUMO energy, the calculation gives 0.90 eV. For the HOMO energy, the calculation gives -0.3425 hartree. The value obtained for the energy is -8436.829 eV. The SMILES is C/C=C/C.O.O.

The geometry in XYZ format:
```
18
Properties=species:S:1:pos:R:3:forces:R:3:nbo_charge:R:1
C -0.694430 1.655924 1.198717 -0.3 -0.4 0.5 -0.642
C -0.653591 0.335667 0.465659 -0.7 1.1 -0.6 -0.205
C -1.573413 -0.615995 0.563467 0.5 -0.4 0.4 -0.173
C -1.482514 -1.885790 -0.224577 -0.5 0.3 0.1 -0.639
H -0.883535 2.542468 0.574517 0.5 -0.4 -0.1 0.208
H -1.518173 1.654041 1.908392 -0.1 -0.1 0.2 0.209
H 0.210901 1.765544 1.793779 0.2 0.4 -0.2 0.218
H 0.093269 0.261370 -0.326379 0.1 -0.2 0.2 0.192
H -2.333325 -0.599302 1.352856 0.1 0.3 -0.3 0.191
H -0.905860 -1.734831 -1.128226 0.2 -0.1 -0.1 0.214
H -2.469996 -2.234945 -0.501756 -0.2 -0.1 -0.2 0.211
H -1.052519 -2.657815 0.397147 0.3 -0.4 0.0 0.215
O 4.435757 -1.767160 1.037224 0.2 -0.1 0.1 -0.937
H 5.383570 -1.582576 1.047375 -0.2 0.0 0.0 0.468
H 4.357670 -2.676688 1.351617 0.0 0.2 -0.1 0.468
O -1.019182 2.160532 -2.789613 -0.1 -0.2 -0.1 -0.946
H -1.206497 1.795688 -1.914688 0.2 0.3 -0.1 0.476
H -0.590330 3.014742 -2.683096 -0.1 -0.1 0.3 0.471
```
Positions in Å, forces in eV/Å.

Entry 4:
The following is a DFT calculation (the ωB97M-V functional and the def2-TZVPD basis) of a molecular structure, C12H39BN11O10Pd2 in a non-equilibrium geometry.

The calculation puts the gap between HOMO and LUMO (spin up / spin down) at 5.649 / 6.086 eV. For the LUMO energy (spin up / spin down), the calculation gives -0.87 / -2.52 eV. The spin multiplicity is 6. For the HOMO energy (spin up / spin down), the calculation gives -0.2394 / -0.3163 hartree. The value obtained for the energy is -57570.541 eV.

The geometry in XYZ format:
```
75
Properties=species:S:1:pos:R:3:forces:R:3:mulliken_spin:R:1
Pd 1.502721 3.515651 1.754407 0.6 -1.5 -2.0 1.597
Pd -2.550144 2.124075 3.092923 1.1 -0.2 0.2 3.035
B 1.444205 5.604011 2.388159 -0.1 0.6 0.5 0.001
H 2.453214 5.222125 2.405019 4.4 -1.0 0.5 0.041
H 1.096510 5.564489 1.367479 -1.5 0.4 -4.1 0.076
H 0.809911 4.956511 2.973525 -2.9 -2.1 2.9 -0.005
H 1.349378 6.599733 2.792886 0.0 3.5 1.2 0.025
C -0.250302 1.446617 1.850675 5.4 2.4 -0.8 0.402
O -0.498763 2.614865 2.136794 -2.9 6.1 1.8 -0.043
O 0.927447 1.244657 1.496445 2.2 -0.8 -1.2 0.023
O -1.109185 0.671112 2.029823 -6.4 -7.1 0.8 -0.289
C 0.155308 0.123917 -1.632020 0.3 0.0 -1.5 0.007
O 1.134957 -0.890731 -1.954590 -0.8 1.2 -1.1 0.000
C 1.634514 -1.674317 -0.893678 -1.1 1.0 0.8 0.001
C 0.623723 -2.722521 -0.445258 0.4 -1.9 -1.1 0.001
N 0.403984 -3.665336 -1.599933 0.7 0.7 0.8 0.000
C -0.771413 -4.490607 -1.438736 0.4 0.8 -1.0 0.000
C -1.265856 -5.029003 -2.737618 -0.1 -2.3 -1.7 0.000
O -0.351940 -5.901438 -3.475515 -0.3 0.7 0.8 0.000
C 0.279429 -5.302355 -4.579392 0.4 -0.6 -0.5 0.000
H -0.022940 0.775641 -2.487347 0.8 -0.3 -1.0 0.000
H 0.469901 0.922281 -0.959903 0.1 -0.8 1.1 -0.007
H -0.865266 -0.254357 -1.573468 0.2 -0.6 1.2 0.001
H 1.902403 -0.934200 -0.139638 -0.1 -0.4 0.8 0.001
H 2.564808 -2.150318 -1.203645 -0.2 -0.1 -0.3 0.000
H -0.368975 -2.478073 -0.067241 0.1 1.2 0.1 0.000
H 1.075750 -3.321708 0.345155 0.2 0.0 0.2 0.000
H 0.374593 -3.155012 -2.471025 -0.2 0.3 0.1 0.000
H -1.646031 -3.895377 -1.176371 -0.2 0.1 1.0 0.000
H -0.554489 -5.281240 -0.720448 -0.4 0.0 0.0 0.000
H -1.718426 -4.379145 -3.486600 0.5 1.1 0.2 0.000
H -2.146200 -5.631628 -2.514124 0.1 -0.5 0.3 0.000
H 0.781796 -4.351460 -4.401844 -0.2 0.2 0.3 0.000
H -0.378873 -5.235310 -5.445557 -0.4 0.4 0.0 0.000
H 1.059968 -5.976966 -4.931191 0.1 -0.2 0.3 0.000
C 4.226772 2.396900 0.259394 0.0 -0.2 -1.6 0.002
O 3.341115 3.101846 0.673358 -1.0 1.5 1.5 0.052
N 4.113340 1.126969 -0.047366 -0.7 -2.5 0.2 0.000
N 5.369450 2.883180 -0.182308 2.8 2.4 -0.3 0.001
H 3.240058 0.661107 0.153758 0.3 -0.2 -0.1 -0.002
H 4.942021 0.664493 -0.393062 -0.7 -0.4 0.2 0.000
H 6.066529 2.382556 -0.714812 -0.4 -0.1 0.3 0.001
H 5.570235 3.859547 -0.019539 -0.1 -0.2 0.0 0.000
C 1.842264 -1.475142 3.639549 0.3 -1.2 -0.1 0.001
O 2.453281 -2.305998 4.267916 0.6 -1.0 1.3 0.000
N 2.344276 -0.807715 2.653071 3.3 1.9 -3.2 0.002
N 0.551033 -1.228747 3.743001 -2.6 -0.5 1.8 -0.009
H 1.789154 -0.206928 2.060619 0.1 0.1 0.1 0.003
H 3.298623 -1.016196 2.396443 -0.2 0.2 0.2 0.000
H 0.131956 -1.986110 4.263454 -0.8 0.7 0.0 0.002
H 0.082766 -0.564004 3.143884 -0.3 -0.5 0.3 0.011
C -3.657827 1.749466 0.077882 2.7 -1.3 2.0 0.015
O -3.622084 1.851029 1.280977 -1.6 0.7 2.9 -0.081
N -2.768316 0.983155 -0.495236 0.8 -1.1 -1.2 0.001
N -4.411630 2.399273 -0.688875 -4.0 3.3 -4.0 -0.002
H -2.045221 0.827374 0.192488 0.9 -0.8 -0.7 0.016
H -2.715524 1.106557 -1.496285 1.1 -0.7 0.3 0.004
H -4.212116 2.317709 -1.675612 -0.7 0.2 0.1 0.002
H -5.155094 3.011704 -0.385073 0.2 -0.2 0.1 -0.001
C -2.822132 -3.017710 1.363733 -1.8 -2.2 0.2 0.003
O -3.014760 -4.181337 1.439479 0.5 -5.1 0.0 0.000
N -3.503900 -2.303886 0.540479 -2.7 3.5 -4.4 -0.002
N -2.132148 -2.334927 2.164573 4.1 3.3 4.2 -0.008
H -3.867306 -1.429445 0.891741 -0.1 -0.1 -0.7 0.001
H -3.938552 -2.816499 -0.213454 -0.4 0.4 0.4 0.000
H -1.544818 -2.816619 2.830235 -0.2 0.3 -0.1 0.001
H -2.023175 -1.348266 1.978203 0.6 -0.2 0.4 0.017
C -0.260694 4.099648 -0.809799 2.9 -0.6 1.1 -0.014
O 0.869233 3.827399 -0.419248 2.0 -0.6 1.0 0.093
N -1.294269 4.100432 -0.104883 -5.4 -0.3 3.7 0.009
N -0.453856 4.446741 -2.018194 0.8 1.3 -5.9 0.005
H -2.164827 4.191722 -0.608759 -0.1 0.2 0.9 0.000
H -1.254149 3.906548 0.885525 -0.2 -0.3 0.0 0.010
H -1.343013 4.602467 -2.471233 0.5 0.2 0.2 0.000
H 0.427589 4.677125 -2.454170 -0.5 -0.1 -0.8 -0.001
```
Positions in Å, forces in eV/Å.